DFT (ωB97M-V/def2-TZVPD) results for C48H93Br9Hg2N5O5 as an isolated structure in a non-equilibrium geometry.

Last column: Mulliken charge in e.
Positions of all 162 atoms, in Å:
1 Hg -0.041 -1.736 -0.722  2.899
2 Hg -0.947 2.221 -0.285  2.833
3 C -1.336 -3.242 -3.609  -1.462
4 C 0.111 -3.443 -4.071  1.475
5 C 0.316 -2.230 -5.158  -0.765
6 C 1.774 -2.013 -5.458  -0.898
7 C 2.605 -1.745 -4.243  -1.017
8 C 2.488 -2.868 -3.157  1.733
9 N 0.994 -3.127 -2.882  1.099
10 O 0.757 -3.933 -1.694  -0.681
11 C 3.102 -2.212 -1.822  -1.271
12 C 3.294 -4.109 -3.538  -1.943
13 C 0.376 -4.819 -4.739  -1.856
14 H -1.700 -3.850 -2.781  0.259
15 H -2.100 -3.407 -4.369  0.487
16 H -1.390 -2.205 -3.277  -0.294
17 H -0.253 -1.353 -4.849  -0.049
18 H -0.026 -2.515 -6.153  0.388
19 H 1.995 -1.183 -6.128  0.496
20 H 2.295 -2.865 -5.894  0.374
21 H 2.253 -0.780 -3.878  -0.058
22 H 3.561 -1.662 -4.760  0.342
23 H 2.455 -1.383 -1.536  -0.852
24 H 4.086 -1.774 -1.990  0.683
25 H 3.247 -3.013 -1.098  0.448
26 H 4.335 -4.077 -3.218  0.484
27 H 3.505 -4.142 -4.607  0.372
28 H 2.867 -5.071 -3.253  0.297
29 H 0.257 -5.527 -3.919  0.369
30 H 1.418 -5.054 -4.952  0.329
31 H -0.300 -4.947 -5.584  0.405
32 C -4.106 -5.042 -1.019  -1.869
33 C -3.606 -4.883 0.456  1.621
34 C -3.860 -6.263 1.089  -1.293
35 C -3.347 -6.449 2.449  -0.709
36 C -1.816 -6.123 2.497  -1.280
37 C -1.434 -4.796 1.824  1.620
38 N -2.173 -4.610 0.531  -0.073
39 O -1.746 -3.520 -0.210  0.217
40 C 0.076 -5.030 1.646  -1.749
41 C -1.652 -3.667 2.807  -1.184
42 C -4.584 -3.809 1.080  -1.508
43 H -5.181 -5.215 -1.074  0.474
44 H -3.546 -5.727 -1.655  0.439
45 H -3.982 -4.066 -1.489  0.139
46 H -3.511 -7.000 0.365  0.415
47 H -4.939 -6.369 1.204  0.285
48 H -3.484 -7.514 2.635  0.422
49 H -3.910 -5.994 3.263  0.353
50 H -1.372 -7.012 2.049  0.433
51 H -1.473 -6.102 3.532  0.382
52 H 0.696 -5.306 2.498  0.367
53 H 0.645 -4.221 1.187  0.026
54 H 0.175 -5.810 0.891  0.523
55 H -1.471 -2.641 2.484  -0.399
56 H -0.971 -3.757 3.654  0.360
57 H -2.654 -3.736 3.231  0.395
58 H -5.637 -3.937 0.830  0.524
59 H -4.423 -2.766 0.807  -0.164
60 H -4.628 -3.843 2.169  0.373
61 C -3.379 0.825 -3.993  -1.611
62 C -2.877 1.722 -2.802  1.968
63 C -3.971 2.755 -2.451  -1.463
64 C -5.175 2.203 -1.630  -0.742
65 C -4.648 1.587 -0.363  -1.242
66 C -3.642 0.419 -0.619  1.604
67 N -2.592 0.942 -1.530  -0.092
68 O -1.407 0.034 -1.623  0.008
69 C -4.509 -0.713 -1.243  -1.432
70 C -3.105 0.213 0.853  -2.158
71 C -1.651 2.556 -3.255  -2.269
72 H -2.946 -0.161 -4.164  -0.117
73 H -3.281 1.408 -4.908  0.549
74 H -4.466 0.738 -3.997  0.451
75 H -4.253 3.156 -3.424  0.477
76 H -3.554 3.612 -1.921  0.191
77 H -5.725 1.454 -2.198  0.337
78 H -5.770 3.038 -1.260  0.548
79 H -5.518 1.128 0.106  0.447
80 H -4.091 2.344 0.188  0.222
81 H -5.349 -1.055 -0.639  0.544
82 H -3.874 -1.592 -1.353  -0.156
83 H -4.901 -0.572 -2.250  0.187
84 H -2.670 1.072 1.364  0.091
85 H -2.417 -0.591 1.116  -0.180
86 H -3.918 0.010 1.551  0.809
87 H -0.896 1.830 -3.557  0.293
88 H -1.040 3.190 -2.614  0.175
89 H -1.862 3.034 -4.212  0.636
90 C 2.227 2.611 0.752  1.041
91 C 2.403 1.343 -0.006  0.495
92 C 3.905 1.077 -0.342  -0.684
93 C 4.719 0.448 0.805  -0.350
94 C 4.041 -0.690 1.440  -1.673
95 C 2.534 -0.460 1.746  2.520
96 N 1.751 0.178 0.593  1.265
97 O 0.263 0.304 0.831  -1.255
98 C 2.331 0.218 3.128  -1.632
99 C 2.022 -1.886 1.891  -1.900
100 C 1.739 1.543 -1.473  -0.874
101 H 2.342 3.459 0.076  -0.953
102 H 2.971 2.708 1.543  0.332
103 H 1.245 2.630 1.224  -0.801
104 H 4.385 1.906 -0.861  0.056
105 H 3.786 0.392 -1.181  0.100
106 H 4.853 1.243 1.538  0.108
107 H 5.701 0.150 0.437  0.677
108 H 4.600 -0.811 2.368  0.384
109 H 4.344 -1.626 0.972  0.564
110 H 2.842 1.181 3.126  0.209
111 H 2.900 -0.238 3.938  0.419
112 H 1.312 0.350 3.490  0.097
113 H 2.459 -2.424 2.732  0.656
114 H 2.115 -2.429 0.950  -0.060
115 H 0.937 -1.944 1.987  -0.095
116 H 2.348 2.200 -2.093  0.285
117 H 0.744 1.983 -1.545  -0.485
118 H 1.767 0.563 -1.950  -0.659
119 C -1.247 2.942 3.185  -1.410
120 C -0.946 4.350 2.743  1.003
121 C 0.415 4.754 3.346  -1.153
122 C 1.060 6.028 2.786  -1.057
123 C 1.105 5.963 1.273  -0.412
124 C -0.292 5.600 0.558  1.317
125 N -0.945 4.433 1.227  1.666
126 O -2.171 3.995 0.593  -0.794
127 C 0.081 5.223 -0.925  -1.813
128 C -1.192 6.895 0.477  -1.518
129 C -1.995 5.177 3.518  -1.916
130 H -0.651 2.251 2.590  0.123
131 H -2.303 2.691 3.079  0.214
132 H -0.955 2.830 4.229  0.218
133 H 1.065 3.881 3.400  0.340
134 H 0.177 5.045 4.369  0.490
135 H 2.071 6.023 3.192  0.409
136 H 0.502 6.918 3.077  0.374
137 H 1.957 5.398 0.894  -0.594
138 H 1.332 6.982 0.957  0.687
139 H -0.848 5.157 -1.491  0.013
140 H 0.534 4.233 -0.982  0.449
141 H 0.787 5.941 -1.343  0.524
142 H -1.952 6.753 -0.291  0.309
143 H -0.553 7.770 0.356  0.360
144 H -1.741 7.037 1.408  0.345
145 H -1.746 6.236 3.441  0.459
146 H -1.956 4.990 4.591  0.450
147 H -2.964 4.922 3.088  0.359
148 C 1.445 -0.639 7.067  -0.438
149 Br 3.205 -0.101 7.855  -0.071
150 Br 1.622 -2.060 5.731  0.065
151 Br 0.564 1.052 6.471  0.022
152 H 0.974 -1.181 7.887  0.434
153 C 8.357 1.694 2.248  -0.387
154 Br 7.650 2.328 0.540  -0.026
155 Br 7.094 0.826 3.514  -0.022
156 Br 9.211 3.213 3.256  -0.082
157 H 9.132 0.996 1.930  0.468
158 C 5.106 5.791 -0.223  -0.437
159 Br 6.877 6.166 -0.919  -0.059
160 Br 5.246 4.807 1.490  -0.041
161 Br 4.156 4.696 -1.588  0.011
162 H 4.548 6.701 0.002  0.494

Forces on the atoms, in the same order (eV/Å):
-1.14 -1.62 0.24
-1.28 -0.97 1.27
-0.25 -0.33 0.47
0.73 1.39 -0.76
0.53 -1.96 0.07
0.50 0.18 0.46
-0.63 -0.47 0.04
-0.36 1.09 1.15
0.84 1.40 -0.87
0.16 1.80 -0.49
-0.54 -1.25 -1.57
0.79 -0.14 -0.73
0.15 0.33 1.48
0.67 -0.19 0.32
0.27 0.16 -0.60
-0.29 0.13 0.08
0.38 0.15 0.21
-1.04 -0.42 0.16
-0.48 0.13 -0.36
-0.74 -0.50 -0.53
0.39 0.10 0.58
0.86 0.14 1.22
-0.07 -0.29 0.51
0.14 -0.04 -0.45
-0.48 0.32 0.38
0.01 0.14 0.84
-0.65 -0.11 -0.43
-0.13 0.26 0.28
-0.91 -0.39 -0.11
0.00 0.73 -0.78
0.11 -0.38 0.10
0.73 1.47 -0.01
-1.06 0.14 -0.19
-1.28 1.30 -0.74
1.93 -0.78 1.26
-2.13 -0.55 0.35
0.26 -0.45 -0.05
1.10 -0.78 0.43
-0.16 0.79 -0.35
0.73 0.46 -2.13
-0.24 0.44 1.03
-0.08 0.06 0.51
0.01 -0.46 0.29
0.07 -0.31 0.37
0.15 0.15 -0.14
0.21 -0.21 0.28
-0.34 -0.12 -0.61
0.24 -0.28 0.41
-0.14 0.62 -0.29
0.48 0.36 -0.40
0.08 0.06 0.10
-0.72 -0.16 0.57
-0.42 0.47 -0.08
0.08 -0.24 0.02
-0.19 -0.14 -0.74
0.17 -0.32 0.20
-0.16 0.23 -0.02
-0.10 -0.60 -0.50
0.75 -0.11 -0.16
0.46 -0.04 0.22
-0.30 0.99 -0.20
-0.55 -0.60 1.10
-0.71 -0.30 -0.09
1.41 0.60 -0.47
0.66 -0.68 -0.91
-1.46 1.29 0.27
2.10 0.30 1.00
-0.83 0.77 -0.88
1.38 -1.37 0.21
0.02 -1.24 0.11
0.85 -2.13 -1.13
0.30 0.18 0.49
0.57 0.04 -0.22
-0.10 -0.34 0.62
-0.44 0.10 -0.09
0.29 -0.14 0.31
-0.35 0.34 -0.04
-0.50 0.03 -0.69
0.27 0.32 0.83
-0.50 0.13 0.47
0.06 0.36 0.38
0.17 -0.23 0.07
0.17 0.72 0.11
0.14 0.68 -0.76
0.21 -0.32 -0.93
-0.66 -0.11 -0.39
0.17 -0.40 -0.08
-0.92 0.46 0.50
-0.31 0.51 0.29
0.05 0.65 0.66
-0.87 0.55 -2.13
-0.90 -1.51 -0.43
-0.08 1.94 -1.46
0.18 0.08 0.77
-1.31 -1.11 0.50
0.74 -1.14 0.29
1.98 0.48 -0.66
1.11 1.03 -0.16
-1.45 -0.33 -0.61
1.34 -0.55 1.02
-0.09 0.04 0.23
0.01 0.08 0.11
-0.12 0.23 0.02
-0.09 0.52 0.69
0.50 -0.65 0.11
0.27 0.13 0.16
0.08 0.13 0.05
-0.49 -0.06 0.70
-1.01 -0.10 -0.68
-0.36 0.57 -0.21
-0.10 -0.79 -0.21
-0.09 -0.11 -0.53
0.22 -0.02 -0.15
0.79 -0.22 -0.03
-0.23 0.42 0.66
0.28 0.21 0.13
-0.12 -0.24 0.08
-0.50 0.05 -0.10
0.33 -0.71 -0.54
-0.39 0.81 0.01
-0.51 0.54 0.21
-0.10 -1.60 -0.59
-1.01 0.67 -0.57
0.64 0.22 0.08
1.59 0.22 0.96
1.20 -0.50 -0.22
-0.85 -0.12 1.11
0.26 -1.10 0.75
0.10 0.67 -1.02
0.04 -0.39 0.04
0.03 0.00 -0.05
-0.07 -0.06 0.08
0.39 0.16 -0.34
0.10 -0.53 0.36
0.08 0.59 0.03
0.07 -0.02 0.27
-0.30 -0.60 0.10
-0.01 0.18 -0.41
0.10 0.28 -0.24
0.34 -0.04 0.19
-0.17 0.09 -0.09
0.19 0.29 -0.15
-0.21 0.06 -0.49
0.06 -0.05 0.11
-0.44 0.24 -0.26
-0.12 -0.51 -0.08
-0.22 0.44 0.22
0.87 0.20 0.04
-0.74 -0.41 -0.53
-0.13 0.80 0.39
0.33 -1.56 0.35
-0.42 0.84 -0.18
-0.01 0.68 0.45
0.16 -0.28 0.74
0.68 0.43 -1.12
-0.41 -0.96 -0.78
-0.18 0.10 0.62
0.08 -1.17 0.04
-0.41 0.19 0.28
-0.30 0.64 -0.75
0.36 0.88 0.76
0.18 -0.23 -0.35

Results
Orbital gap ... 3.719 eV
Total charge ... -1
E_HOMO ... -0.1061 Eh

=====

DFT (ωB97M-V/def2-TZVPD) results for one molecule with the formula C5H8O.

Last column: Mulliken charge in e.
Positions of all 14 atoms, in Å:
1 C 0.325 -1.208 -1.533  -1.108
2 C 1.041 -0.585 -0.354  0.779
3 C 0.215 -0.363 0.912  -0.695
4 C -0.883 0.641 0.665  -0.107
5 C -0.770 1.937 0.941  -0.772
6 O 2.206 -0.258 -0.408  -0.546
7 H 1.019 -1.323 -2.367  0.316
8 H -0.089 -2.184 -1.256  0.321
9 H -0.515 -0.574 -1.841  0.304
10 H 0.899 -0.010 1.688  0.317
11 H -0.214 -1.322 1.232  0.322
12 H -1.797 0.269 0.203  0.351
13 H 0.132 2.342 1.397  0.252
14 H -1.569 2.638 0.720  0.267

Forces on the atoms, in the same order (eV/Å):
0.04 -0.01 -0.07
0.19 0.03 -0.05
0.08 0.03 0.08
-0.03 0.19 -0.01
-0.02 -0.15 -0.01
-0.43 -0.14 0.03
-0.10 0.02 0.12
0.06 0.14 -0.01
0.12 -0.08 0.07
-0.10 -0.03 -0.11
0.07 0.13 -0.08
0.13 0.07 0.06
-0.12 -0.08 -0.06
0.10 -0.13 0.03

Results
Orbital gap ... 10.361 eV
SMILES ... C=CCC(C)=O
E_HOMO ... -0.3451 Eh

=====

DFT (ωB97M-V/def2-TZVPD) results for a 2-piece molecular cluster, C4H11NO overall.

Last column: Mulliken charge in e.
Positions of all 17 atoms, in Å:
1 C 1.158 -1.472 -0.417  -1.243
2 C 0.185 -0.615 0.359  -0.032
3 C -1.110 -0.394 -0.390  0.745
4 C -1.788 -1.358 -1.016  -1.139
5 N -1.452 0.957 -0.558  -0.506
6 H 0.787 -2.480 -0.587  0.323
7 H 1.305 -1.065 -1.418  0.327
8 H 2.125 -1.588 0.081  0.364
9 H -0.035 -1.069 1.325  0.242
10 H 0.630 0.337 0.641  0.013
11 H -1.519 -2.400 -1.004  0.248
12 H -2.649 -1.073 -1.602  0.221
13 H -2.397 1.053 -0.910  0.215
14 H -1.221 1.579 0.205  0.237
15 H 2.760 2.475 2.217  0.312
16 H 2.624 1.898 0.799  0.315
17 O 2.123 2.313 1.512  -0.641

Forces on the atoms, in the same order (eV/Å):
0.38 -0.36 -0.37
-0.38 -0.05 0.49
0.47 0.29 -0.33
-0.13 0.29 0.10
-0.18 -0.41 0.00
-0.20 -0.08 0.16
0.18 0.16 0.03
-0.09 0.20 0.00
-0.09 -0.27 0.10
0.04 0.18 -0.28
0.16 -0.04 0.09
-0.20 -0.14 -0.06
0.15 0.35 0.18
-0.11 -0.13 -0.09
-0.04 -0.04 -0.11
-0.01 0.09 0.13
0.04 -0.05 -0.04

Results
Orbital gap ... 8.740 eV
SMILES ... C=C(N)CC.O
E_HOMO ... -0.2934 Eh

=====

DFT (ωB97M-V/def2-TZVPD) results for C4H3F3 as an isolated structure in a non-equilibrium geometry.

Last column: Mulliken charge in e.
Positions of all 10 atoms, in Å:
1 C 0.395 0.103 -0.971  -0.025
2 C -0.732 0.743 -0.486  -0.663
3 C 0.516 -0.690 0.139  -0.838
4 C -0.871 -0.320 0.532  1.382
5 F 2.801 0.573 0.537  -0.557
6 F -1.908 -1.169 0.185  -0.260
7 F -1.254 -0.021 1.834  -0.277
8 H 0.973 0.322 -1.906  0.361
9 H -1.141 1.687 -0.545  0.429
10 H 1.221 -1.227 0.681  0.448

Forces on the atoms, in the same order (eV/Å):
0.70 1.68 -2.89
1.62 -1.57 0.60
-0.30 0.13 0.91
-3.32 0.11 2.01
-1.24 -0.48 -0.21
0.93 -0.36 -0.42
1.45 0.18 -1.09
-0.30 -0.48 1.37
-0.98 1.77 -0.53
1.44 -0.99 0.26

Results
Orbital gap (alpha / beta) ... 5.619 / 8.873 eV
E_HOMO (alpha / beta) ... -0.3207 / -0.4053 Eh

=====

Energy above the lowest of the compared OMol25 structures with the same formula, charge and spin values, unit eV, following the record order: 3.767; 0.823; 1.052; 4.526.
Molecular weight values, unit u, following the record order: 1940.62; 84.12; 89.14; 108.06.